7
Properties=species:S:1:pos:R:3 method="wB97M-V/def2-TZVPD" energy_ev=-31334.77791 e_above_lowest_ev=1.662 homo_energy_ev=-17.70 homo_lumo_gap_ev=9.0 charge=+1
N -1.09 0.92 0.91
O 0.78 1.06 -1.87
O -0.84 -0.90 -1.96
O 0.56 -0.56 0.06
O 0.52 -0.51 2.65
S 0.17 -0.14 -1.34
S -0.10 0.13 1.55

7
Properties=species:S:1:pos:R:3 method="wB97M-V/def2-TZVPD" energy_ev=-22560.75239 e_above_lowest_ev=1.449 homo_energy_ev="-4.05 / -4.05" homo_lumo_gap_ev="6.6 / 6.6" charge=-1
N 1.59 -0.14 0.11
O 2.24 0.21 1.10
O -1.41 -1.32 -0.30
O 2.04 -0.34 -1.00
O -1.51 0.58 1.28
O -1.67 0.97 -1.16
S -1.28 0.06 -0.03

19
Properties=species:S:1:pos:R:3 method="wB97M-V/def2-TZVPD" energy_ev=-164377.45327 homo_energy_ev=-14.37 homo_lumo_gap_ev=2.2 charge=+2
Pb -0.50 3.34 0.46
Pb -0.63 0.57 -2.77
Zn 1.20 -3.24 1.81
Zn -4.38 0.42 0.06
S -1.44 -2.62 -0.12
O -1.29 -2.69 1.25
O -0.56 -1.69 -0.59
O 1.52 -4.28 0.50
O -2.43 -3.28 -0.94
S 0.88 0.02 2.07
O 1.19 -1.35 2.46
O 1.82 0.68 1.29
O -0.45 0.66 2.41
O -1.12 1.28 -0.22
S 1.26 2.51 -1.57
O 2.33 2.76 -2.47
O 1.69 2.71 -0.20
O -0.05 3.20 -1.83
O 0.95 0.99 -1.58

36
Properties=species:S:1:pos:R:3 method="wB97M-V/def2-TZVPD" energy_ev=-119183.17334 homo_energy_ev=-8.39 homo_lumo_gap_ev=4.5
Sr -17.01 23.08 -3.96
Sr -16.39 19.91 1.29
Sr -19.57 19.80 -2.27
Sr -13.86 19.31 -4.25
Sr -15.87 16.25 -2.67
Sr -13.32 21.66 -0.92
S -14.29 24.84 -2.81
O -14.84 26.01 -2.19
O -12.91 25.02 -3.27
O -14.31 23.65 -1.86
O -15.11 24.40 -4.02
S -14.86 22.14 2.68
O -15.95 23.06 2.33
O -15.44 20.92 3.32
O -14.32 21.63 1.33
O -13.78 22.71 3.42
S -20.67 22.40 -3.76
O -21.43 22.75 -4.95
O -21.21 21.09 -3.22
O -19.20 22.23 -4.00
O -20.84 23.43 -2.73
S -12.84 17.92 -1.77
O -13.06 19.42 -1.79
O -11.70 17.63 -0.97
O -14.12 17.40 -1.21
O -12.75 17.48 -3.22
S -17.97 16.86 -0.68
O -18.21 15.87 -1.80
O -19.06 16.76 0.27
O -16.63 16.63 -0.12
O -18.05 18.17 -1.40
S -15.99 20.39 -2.36
O -15.72 18.99 -2.75
O -15.56 20.52 -0.97
O -14.99 21.12 -3.18
O -17.36 20.81 -2.62

4
Properties=species:S:1:pos:R:3 method="wB97M-V/def2-TZVPD" energy_ev=-34404.83641 e_above_lowest_ev=0.289 homo_energy_ev=-33.03 homo_lumo_gap_ev=4.2 charge=+4
O -0.44 -0.19 0.36
V 1.06 -0.64 0.75
O 2.06 0.58 0.51
Tl -2.68 0.24 -1.62

5
Properties=species:S:1:pos:R:3 method="wB97M-V/def2-TZVPD" energy_ev=-27810.42841 e_above_lowest_ev=0.275 homo_energy_ev="-9.50 / -9.50" homo_lumo_gap_ev="7.8 / 7.8"
O -4.12 0.15 0.36
O 3.50 0.63 0.26
O 1.43 -0.51 -0.22
S -3.53 -0.46 -0.88
S 2.24 0.10 0.77

6
Properties=species:S:1:pos:R:3 method="wB97M-V/def2-TZVPD" energy_ev=-23312.12553 e_above_lowest_ev=1.040 homo_energy_ev=-2.71 homo_lumo_gap_ev=4.2 charge=-1
Sn -0.12 19.48 -18.07
P -2.30 20.92 -17.67
O -3.20 21.99 -18.31
O -0.90 21.36 -17.14
O -2.20 20.02 -18.91
O -3.23 20.45 -16.49

6
Properties=species:S:1:pos:R:3 method="wB97M-V/def2-TZVPD" energy_ev=-19682.21612 e_above_lowest_ev=0.128 homo_energy_ev=-2.90 homo_lumo_gap_ev=4.3 charge=-1
Rb 18.22 31.05 -10.92
S 18.19 32.20 -7.76
O 17.79 33.62 -7.67
O 19.43 32.12 -8.60
O 18.45 31.66 -6.42
O 17.11 31.41 -8.40

6
Properties=species:S:1:pos:R:3 method="wB97M-V/def2-TZVPD" energy_ev=-29858.95527 e_above_lowest_ev=0.577 homo_energy_ev=-11.80 homo_lumo_gap_ev=9.9
O 1.10 -0.83 1.68
O 0.27 1.67 -1.36
O 0.45 -1.31 -0.66
O -1.06 0.80 0.47
S 0.06 -1.22 0.80
S -0.82 0.90 -0.93

6
Properties=species:S:1:pos:R:3 method="wB97M-V/def2-TZVPD" energy_ev=-21063.69051 e_above_lowest_ev=0.463 homo_energy_ev="-11.54 / -11.54" homo_lumo_gap_ev="8.9 / 8.9"
O 1.96 0.31 -0.36
O -1.27 -0.69 0.79
O -0.84 0.49 1.01
O 0.05 -1.25 -0.30
O -0.62 1.13 -0.18
S 0.71 0.01 -0.96

7
Properties=species:S:1:pos:R:3 method="wB97M-V/def2-TZVPD" energy_ev=-31907.31213 e_above_lowest_ev=0.059 homo_energy_ev=-0.01 homo_lumo_gap_ev=6.6 charge=-2
O 2.42 -0.60 0.77
O -2.35 -1.26 -0.41
O -0.05 -0.38 0.21
O -2.06 0.97 0.76
O 1.73 0.92 -1.12
S 1.48 0.47 0.27
S -1.59 0.09 -0.38

7
Properties=species:S:1:pos:R:3 method="wB97M-V/def2-TZVPD" energy_ev=-31904.74614 e_above_lowest_ev=2.625 homo_energy_ev="0.49 / 0.49" homo_lumo_gap_ev="5.7 / 5.7" charge=-2
O -1.49 -1.13 1.08
O -1.40 -0.74 -1.33
O 2.13 -0.98 0.43
O 2.10 1.22 -0.84
O -1.88 1.51 0.29
S 1.54 0.36 0.36
S -1.00 -0.24 0.01

7
Properties=species:S:1:pos:R:3 method="wB97M-V/def2-TZVPD" energy_ev=-31904.61391 e_above_lowest_ev=1.575 homo_energy_ev=-12.11 homo_lumo_gap_ev=10.7
O 0.23 -1.11 -0.74
O 0.29 1.50 -1.29
O -0.31 -1.26 1.82
O -1.06 0.47 0.25
O 1.26 0.46 0.62
S -0.58 0.35 -1.40
S 0.16 -0.40 0.73

14
Properties=species:S:1:pos:R:3 method="wB97M-V/def2-TZVPD" energy_ev=-188495.19991 homo_energy_ev=-21.18 homo_lumo_gap_ev=2.6 charge=+4
Pb 3.83 6.76 3.61
Zn 8.10 4.67 2.13
Zn 7.59 5.95 5.91
Zn 5.34 2.34 6.40
S 10.37 5.79 4.04
O 9.73 4.81 3.14
O 9.31 6.03 5.06
O 11.49 5.13 4.65
O 10.76 7.01 3.48
S 6.07 3.97 3.70
O 5.70 3.14 4.85
O 7.21 4.74 4.12
O 6.69 3.42 2.48
O 4.99 4.82 3.48

12
Properties=species:S:1:pos:R:3 method="wB97M-V/def2-TZVPD" energy_ev=-119072.14575 e_above_lowest_ev=2.382 homo_energy_ev=-24.34 homo_lumo_gap_ev=7.5 charge=+4
O 1.07 -3.30 -1.81
V 0.61 -1.91 -2.22
O 0.41 -1.14 -0.79
O 0.35 2.74 -4.83
V -0.23 1.90 -3.77
O -0.02 2.63 -2.37
O 2.17 -1.55 4.25
V 0.70 -1.50 4.92
O -0.56 -1.47 3.98
O -1.42 0.64 2.04
V -1.75 1.73 1.01
O -1.33 1.23 -0.41

11
Properties=species:S:1:pos:R:3 method="wB97M-V/def2-TZVPD" energy_ev=-112999.54444 homo_energy_ev=-6.93 homo_lumo_gap_ev=4.5
S 0.07 3.97 2.33
S 0.73 -0.40 -2.34
S -0.72 -1.99 0.43
S 2.69 -1.13 0.57
S -1.50 1.48 0.24
S 1.98 2.30 0.08
S 0.31 0.49 2.89
P -0.57 -0.29 -0.66
P 1.85 0.22 -0.66
P 0.71 -0.95 1.48
P 0.29 2.13 1.47

2
Properties=species:S:1:pos:R:3 method="wB97M-V/def2-TZVPD" energy_ev=-21668.03056 e_above_lowest_ev=0.967 homo_energy_ev=-9.04 homo_lumo_gap_ev=5.7
S -0.15 -0.18 1.06
S 0.15 0.18 -1.06

4
Properties=species:S:1:pos:R:3 method="wB97M-V/def2-TZVPD" energy_ev=-43340.05691 e_above_lowest_ev=0.163 homo_energy_ev=-8.48 homo_lumo_gap_ev=7.6
S -0.74 -1.10 0.54
S -0.89 1.01 0.56
S 1.22 -0.76 -0.02
S 0.41 0.85 -1.07